<A>
{"formula": "C17H26N2O4", "method": "ωB97M-V/def2-TZVPD", "homo_lumo_gap_ev": 8.382, "charge": 0, "multiplicity": 1, "smiles": "O=C([C@H]1CCC(=O)N1C1CCCC1)N1CCC2(CC1)OCCO2", "symbols": ["O", "O", "O", "O", "N", "N", "C", "C", "C", "C", "C", "C", "C", "C", "C", "C", "C", "C", "C", "C", "C", "C", "C", "H", "H", "H", "H", "H", "H", "H", "H", "H", "H", "H", "H", "H", "H", "H", "H", "H", "H", "H", "H", "H", "H", "H", "H", "H", "H"], "coordinates": [[-1.660, -0.039, 1.190], [-0.438, 3.420, -2.293], [0.297, 1.522, -1.345], [0.392, -3.548, 2.009], [-0.547, 2.043, 1.212], [0.673, -1.474, 1.036], [-0.746, -4.007, -0.797], [0.764, -4.070, -1.587], [-0.558, 0.708, 1.243], [-1.796, 2.786, -0.534], [1.051, -0.169, 1.223], [0.553, -2.274, 2.342], [1.714, -2.987, -0.728], [1.343, -0.181, 2.753], [0.587, -1.531, 3.470], [0.613, 2.862, 1.232], [-0.106, 1.259, -2.810], [0.491, 3.545, -0.004], [0.508, -1.983, -0.220], [-0.255, 2.786, -1.126], [-1.796, 2.462, 0.791], [-0.885, -2.623, -0.417], [-0.575, 2.593, -3.207], [0.588, -3.825, -2.652], [0.567, -1.095, -1.098], [0.732, 3.600, 2.208], [-2.214, 3.643, -0.856], [-1.629, 2.467, -3.791], [2.347, -2.429, -1.117], [-2.501, 2.064, 1.457], [-1.545, -2.311, 0.295], [-1.104, 0.424, -2.692], [-1.365, -4.634, -1.399], [-0.043, 4.502, 0.189], [-0.706, -4.814, 0.072], [1.111, 0.715, 3.437], [1.646, -3.571, 0.205], [-2.327, 1.853, -1.101], [0.053, 2.734, -4.128], [1.220, -4.904, -1.505], [2.363, -0.209, 2.851], [1.647, 3.678, -0.562], [1.629, 0.318, 0.609], [1.206, -1.905, 4.205], [1.352, 2.129, 1.266], [0.580, 0.543, -3.168], [-0.288, -1.261, 3.924], [-1.245, -2.248, -1.470], [-1.698, 3.438, 1.389]], "lowdin_charge": [-0.0235, 0.0405, -0.0436, -0.0068, -0.1129, -0.0515, -0.1918, -0.0721, -0.2017, -0.0532, -0.1405, -0.2596, -0.0069, -0.0362, -0.0130, -0.1778, -0.0571, -0.0844, -0.2886, -0.4953, -0.2467, -0.1865, -0.3588, 0.0939, 0.1842, 0.1929, 0.0933, 0.1762, -0.0008, 0.1290, 0.0703, 0.1811, 0.0744, 0.1401, 0.1282, 0.1343, 0.0980, 0.1879, 0.1379, -0.0035, 0.0667, 0.2102, 0.0745, 0.1075, 0.0838, 0.0947, 0.1079, 0.1443, 0.1608]}

<B>
{"formula": "C17H26N2O4", "method": "ωB97M-V/def2-TZVPD", "homo_lumo_gap_ev": 9.812, "charge": 0, "multiplicity": 1, "smiles": "O=C([C@H]1CCC(=O)N1C1CCCC1)N1CCC2(CC1)OCCO2", "symbols": ["O", "O", "O", "O", "N", "N", "C", "C", "C", "C", "C", "C", "C", "C", "C", "C", "C", "C", "C", "C", "C", "C", "C", "H", "H", "H", "H", "H", "H", "H", "H", "H", "H", "H", "H", "H", "H", "H", "H", "H", "H", "H", "H", "H", "H", "H", "H", "H", "H"], "coordinates": [[3.103, 2.062, 0.142], [-1.758, -0.471, 1.060], [-3.947, 0.158, 0.986], [-0.039, -1.983, -2.528], [-1.018, -0.068, -1.893], [1.776, 0.358, -0.634], [1.470, -0.268, -1.907], [-1.062, 1.218, -1.228], [-2.774, 0.003, 0.199], [1.773, 0.824, -2.946], [-3.635, -0.138, 2.331], [0.064, -0.850, -2.090], [1.238, 0.443, 1.810], [-2.380, -1.002, 2.208], [-2.339, 1.354, -0.388], [-3.066, -1.000, -0.938], [2.789, 1.715, -2.242], [-2.325, -0.606, -2.216], [1.582, -0.412, 0.583], [1.770, -0.384, 2.975], [2.838, -1.226, 0.984], [2.600, 1.428, -0.758], [3.118, -0.867, 2.447], [0.169, 0.634, 1.872], [2.646, -2.293, 0.873], [-1.690, -0.908, 3.046], [2.661, 2.776, -2.448], [-2.880, 0.159, -2.767], [1.862, 0.195, 3.892], [0.747, -1.090, 0.379], [-4.484, -0.653, 2.779], [2.141, -1.129, -2.057], [-3.173, 1.728, -0.981], [3.515, -1.710, 3.011], [-0.190, 1.319, -0.585], [-4.142, -1.023, -1.110], [-3.425, 0.788, 2.884], [1.112, -1.236, 3.163], [-2.642, -2.057, 2.054], [3.682, -0.967, 0.346], [-2.164, 2.054, 0.429], [-2.180, -1.477, -2.856], [3.815, 1.446, -2.499], [1.777, 1.387, 1.759], [-2.740, -1.988, -0.612], [3.835, -0.047, 2.495], [2.151, 0.394, -3.871], [-1.046, 2.025, -1.973], [0.867, 1.384, -3.179]], "lowdin_charge": [0.0699, -0.0700, -0.0454, 0.0648, -0.0327, -0.0100, -0.1772, -0.1145, -0.4898, -0.0982, -0.1418, -0.4115, -0.1363, -0.1398, -0.0445, -0.0372, -0.0610, -0.1191, -0.2427, -0.1854, -0.1123, -0.4537, -0.1834, 0.0944, 0.1121, 0.1251, 0.1218, 0.1313, 0.1095, 0.1439, 0.1271, 0.1621, 0.1273, 0.1049, 0.1146, 0.1277, 0.1265, 0.1080, 0.1293, 0.1148, 0.1328, 0.1237, 0.1265, 0.1071, 0.1309, 0.1133, 0.1218, 0.1275, 0.1077]}

Calculated relative energies: <A> 0.5134; <B> 0.0000, given in hartree

<A>
{"formula": "C11H16N2S", "method": "ωB97M-V/def2-TZVPD", "homo_lumo_gap_ev": 8.852, "charge": 0, "multiplicity": 1, "smiles": "Cc1nccnc1SC1CCCCC1", "symbols": ["S", "N", "N", "C", "C", "C", "C", "C", "C", "C", "C", "C", "C", "C", "H", "H", "H", "H", "H", "H", "H", "H", "H", "H", "H", "H", "H", "H", "H", "H"], "coordinates": [[0.440, 1.202, 0.674], [-0.910, 3.727, -2.399], [-0.184, 1.029, -1.938], [0.043, -0.602, 0.684], [-0.828, 4.128, 0.079], [-0.681, 3.193, -1.120], [-0.111, -1.041, 2.165], [1.031, -1.448, -0.149], [-0.354, 1.473, -3.150], [-0.153, -2.584, 2.252], [-0.219, 1.882, -0.910], [0.930, -3.393, 1.586], [-0.719, 2.815, -3.371], [0.780, -3.016, 0.093], [0.006, -2.762, 3.345], [-0.238, 0.784, -3.989], [0.678, -0.601, 2.873], [-1.133, -0.737, 2.419], [0.857, -1.130, -1.231], [-0.989, 3.657, 1.102], [2.009, -3.162, 2.017], [-0.956, -0.744, 0.142], [-0.714, 3.321, -4.337], [-1.608, 4.748, -0.212], [-1.180, -2.926, 1.913], [1.935, -1.134, 0.382], [-0.167, -3.422, -0.237], [0.134, 4.680, 0.177], [1.496, -3.516, -0.571], [0.804, -4.419, 1.711]], "lowdin_charge": [0.9541, 0.1196, 0.0481, -0.6196, -0.0607, -0.2910, -0.2358, -0.1945, -0.1341, -0.2384, -0.4798, -0.2210, -0.1270, -0.1881, 0.1135, 0.1087, 0.1306, 0.1035, 0.1090, 0.0817, 0.1536, 0.1292, 0.1006, 0.0404, 0.1342, 0.0990, 0.0990, 0.0937, 0.0968, 0.0745]}

<B>
{"formula": "C11H16N2S", "method": "ωB97M-V/def2-TZVPD", "homo_lumo_gap_ev": 8.448, "charge": 0, "multiplicity": 1, "smiles": "CC(C)(N)CN1Cc2ccccc2S1", "symbols": ["S", "N", "N", "C", "C", "C", "C", "C", "C", "C", "C", "C", "C", "C", "H", "H", "H", "H", "H", "H", "H", "H", "H", "H", "H", "H", "H", "H", "H", "H"], "coordinates": [[-0.775, 1.407, 1.152], [0.061, 0.085, 0.171], [2.479, 1.551, -0.537], [3.813, 0.177, 0.871], [-2.327, 0.790, 0.546], [1.364, -0.129, 0.850], [-0.831, -0.989, 0.062], [-2.250, -0.487, 0.020], [-3.504, 1.509, 0.437], [2.800, -0.858, -1.210], [2.526, 0.167, -0.096], [-3.323, -1.151, -0.516], [-4.597, 0.833, 0.032], [-4.539, -0.494, -0.545], [3.924, 1.203, 1.162], [-5.430, -1.027, -0.744], [-5.544, 1.435, -0.032], [3.497, -0.602, 1.603], [3.311, 1.664, -1.052], [-0.936, -1.698, 1.012], [3.816, -0.768, -1.477], [2.779, -1.843, -0.830], [-3.205, -2.224, -0.822], [1.962, -0.823, -1.937], [1.712, 1.833, -1.159], [-0.581, -1.502, -0.867], [-3.717, 2.565, 0.816], [1.428, -1.133, 1.258], [1.484, 0.647, 1.620], [4.603, -0.137, 0.211]], "lowdin_charge": [0.9955, -0.3425, 0.0554, -0.0200, -0.4818, -0.2358, -0.2483, -0.2636, -0.1275, -0.0380, -0.6077, -0.0535, -0.1022, -0.0609, 0.0696, 0.0823, 0.1157, 0.0876, 0.0567, 0.1665, 0.0539, 0.0615, 0.1350, 0.0934, 0.0865, 0.1270, 0.1364, 0.1183, 0.0830, 0.0576]}

Calculated relative energies: <A> 0.0000; <B> 0.0258, given in hartree

<A>
{"formula": "C3H10N2S", "method": "ωB97M-V/def2-TZVPD", "homo_lumo_gap_ev": [2.712, 7.890], "s2": 0.7534, "charge": -1, "multiplicity": 2, "symbols": ["S", "N", "N", "C", "C", "C", "H", "H", "H", "H", "H", "H", "H", "H", "H", "H"], "coordinates": [[-1.611, 0.476, 2.574], [0.886, -0.846, -1.872], [0.477, -1.224, 0.859], [0.694, 0.256, -1.033], [-0.132, -0.024, 0.103], [-0.462, 1.131, 1.014], [0.335, -2.103, 0.387], [0.158, -0.911, -2.596], [-1.167, -0.425, -0.281], [0.079, -1.280, 1.782], [1.660, 0.552, -0.692], [-2.723, 0.590, 1.753], [0.209, 1.050, -1.612], [0.537, 1.255, 1.555], [-0.676, 2.086, 0.514], [1.736, -0.582, -2.454]], "lowdin_charge": [-0.0079, -0.0263, 0.0149, -0.3955, -0.5439, -0.4769, 0.0362, 0.0704, 0.1433, -0.0147, 0.1088, -0.2119, 0.1116, 0.0601, 0.0412, 0.0906]}

<B>
{"formula": "C3H10N2S", "method": "ωB97M-V/def2-TZVPD", "homo_lumo_gap_ev": [5.569, 5.547], "s2": 0.7601, "charge": -1, "multiplicity": 2, "symbols": ["S", "N", "N", "C", "C", "C", "H", "H", "H", "H", "H", "H", "H", "H", "H", "H"], "coordinates": [[-0.632, 0.477, 2.508], [-0.111, -0.457, -1.156], [2.130, 0.200, -1.730], [-0.765, -1.010, 1.482], [1.167, -0.034, -0.617], [-0.985, -0.962, 0.054], [-1.588, -1.794, -0.304], [1.580, -0.841, 0.013], [-2.018, 1.806, 0.387], [-1.340, 0.042, -0.384], [1.010, 0.839, 0.037], [-1.831, 2.530, 0.388], [1.592, 0.813, -2.359], [-0.656, -1.894, 2.080], [1.909, -0.603, -2.338], [0.536, 0.887, 1.940]], "lowdin_charge": [0.4994, -0.0834, -0.0492, -0.6311, -0.4447, -0.4168, 0.0621, 0.0974, -0.0074, 0.0518, 0.0645, 0.0242, 0.0372, -0.0354, 0.0377, -0.2064]}

Calculated relative energies: <A> 0.0000; <B> 0.0978, given in hartree